# C17H22N2O3S3

One molecule with the formula C17H22N2O3S3 (wB97M-V/def2-TZVPD, the OMol25 dataset).

Molecular weight: 398.57 g/mol
SMILES: CSCC[C@@H](NS(=O)(=O)c1cccs1)C(=O)NCc1ccc(C)cc1
Gap between HOMO and LUMO: 8.898 eV
Relative energy (zero: lowest compared OMol25 entry of this formula, charge and spin): 24.4 kJ/mol
Total energy: -59614.61420 eV

Geometry as XYZ:
```
47
Properties=species:S:1:pos:R:3:forces:R:3
S 1.226 -2.908 2.072 0.195 0.165 0.251
S -1.579 -1.835 1.856 -0.153 0.327 0.524
S -2.307 3.140 -1.238 0.036 -0.040 -0.053
O 0.581 1.567 1.125 0.216 0.311 0.158
O -2.468 -2.512 2.747 -0.119 0.076 0.115
O -1.456 -2.342 0.511 0.080 -0.073 0.165
N 0.377 -0.356 -0.027 0.213 -0.219 -0.235
N -2.019 -0.236 1.894 0.125 -0.842 0.259
C -1.639 0.696 0.845 0.089 0.183 -0.478
C 2.183 2.159 -3.212 -0.021 -0.049 -0.069
C 1.866 0.221 -1.823 0.121 -0.039 0.053
C 1.766 -0.401 -0.454 -0.032 0.221 -0.021
C -0.112 0.675 0.673 -0.289 0.132 -0.103
C 1.829 2.085 -5.696 -0.070 0.028 0.003
C 1.857 1.429 -4.349 0.025 0.005 0.039
C 1.537 -0.512 -2.956 0.068 0.078 0.080
C -2.392 0.452 -0.471 0.190 0.110 -0.035
C 1.535 0.085 -4.203 -0.025 0.022 -0.008
C -0.635 3.794 -0.970 -0.322 -0.251 -0.059
C 1.858 -1.135 3.816 0.090 -0.116 -0.028
C 0.506 -0.893 3.491 -0.247 -0.031 -0.086
C 0.039 -1.769 2.561 -0.280 -0.225 -0.311
C 2.376 -2.188 3.129 -0.341 -0.160 -0.239
C 2.185 1.566 -1.963 0.029 -0.085 0.033
C -1.949 1.380 -1.595 -0.277 0.447 0.149
H -3.458 0.610 -0.284 -0.008 -0.075 0.034
H 2.427 2.147 -1.087 0.027 0.059 0.126
H 3.369 -2.588 3.183 0.217 -0.097 0.023
H -0.235 -1.110 -0.309 0.064 0.205 -0.020
H -0.050 3.655 -1.875 0.113 0.066 -0.009
H -2.496 1.137 -2.506 0.133 -0.068 -0.008
H 1.280 -0.499 -5.075 -0.011 -0.058 -0.107
H -0.093 -0.105 3.905 -0.116 0.193 0.042
H -2.261 -0.586 -0.784 -0.085 0.050 0.008
H -0.167 3.298 -0.126 0.113 0.080 0.021
H 2.095 -1.442 -0.464 0.001 0.076 0.037
H 0.860 2.558 -5.859 -0.025 0.049 -0.085
H -2.975 -0.143 2.202 -0.169 -0.147 0.168
H -0.754 4.853 -0.763 0.036 0.117 0.002
H 2.438 3.206 -3.307 0.038 0.113 -0.020
H 2.594 2.855 -5.768 0.038 0.049 -0.070
H 2.414 -0.547 4.523 0.126 0.088 0.110
H 2.354 0.169 0.270 -0.017 -0.177 -0.059
H -1.882 1.700 1.216 0.176 -0.252 -0.084
H 1.985 1.355 -6.487 0.019 0.001 -0.093
H -0.881 1.303 -1.792 0.054 -0.098 -0.122
H 1.280 -1.558 -2.859 -0.023 -0.151 0.003
```
Positions in Å, forces in eV/Å.